# 1
DFT (wB97M-V/def2-TZVPD) results for an isolated molecule of C4H3BrFN.

- Orbital gap: 8.632 eV
- ΔE to the lowest compared entry with this formula, charge and spin: 98.4 kcal/mol
- Charge: 0

The geometry in XYZ format:
```
10
C4H3BrFN (wB97M-V/def2-TZVPD)
C 0.04623 -1.37958 -0.05174
C 1.31529 0.78445 0.03892
C 1.22707 -1.99410 -0.06296
C 2.33157 0.02175 0.24246
N 0.01641 0.03138 -0.02473
F 1.88936 -3.13639 0.07868
Br 4.15175 0.16211 -0.01716
H -1.01973 -1.78961 0.13833
H 1.15829 1.83420 0.30639
H -0.89459 0.48057 -0.08036
```



# 2
DFT (wB97M-V/def2-TZVPD) results for an isolated molecule of C16H31ClF3NS2Si.

- Orbital gap: 8.534 eV
- ΔE to the lowest compared entry with this formula, charge and spin: 0.0 kcal/mol
- Charge: 0

The geometry in XYZ format:
```
55
C16H31ClF3NS2Si (wB97M-V/def2-TZVPD)
C 3.50982 -1.72821 2.31002
C 2.35174 -2.71288 2.55589
C 1.27259 -2.70044 1.45822
C 0.13578 -1.72991 1.79996
N -1.07173 -1.90793 0.97329
C -1.08577 -1.19372 -0.33094
C -0.02997 -1.63162 -1.35529
C 1.02322 -0.57110 -1.75254
C 1.60026 0.29278 -0.62063
Si 2.54558 1.79166 -1.22272
C 1.36668 3.15747 -1.74999
C 1.04886 4.13272 -0.62157
C 0.32448 3.49713 0.56056
Cl -0.00077 5.45872 -1.28422
C 3.63919 1.30841 -2.73936
F 4.66948 2.15804 -2.92639
F 4.17559 0.07370 -2.65505
F 2.92073 1.33178 -3.88455
C -2.26114 -1.56628 1.64204
S -2.41086 -0.49601 2.86294
S -3.62309 -2.50502 0.99741
C -4.92944 -1.26342 0.85112
C -5.08057 -0.68213 -0.56745
C -4.63719 0.79075 -0.69271
H 3.26902 -0.73571 2.70769
H 4.41319 -2.05669 2.82856
H 3.73209 -1.62742 1.24357
H 2.74757 -3.72419 2.68670
H 1.88588 -2.44545 3.51386
H 0.83598 -3.69491 1.32479
H 1.75444 -2.41871 0.51753
H -0.16522 -1.94916 2.82883
H 0.48143 -0.68839 1.80026
H -1.05382 -0.10915 -0.14218
H -2.07390 -1.39142 -0.75703
H 0.44881 -2.56057 -1.04160
H -0.56686 -1.88718 -2.27616
H 0.60354 0.05883 -2.54696
H 1.86079 -1.10706 -2.21464
H 0.81476 0.71012 0.01822
H 2.25479 -0.29707 0.03147
H 3.39626 2.29044 -0.11854
H 0.43129 2.73947 -2.13652
H 1.82816 3.71870 -2.57125
H 1.95014 4.64497 -0.28021
H 1.02825 2.87935 1.12990
H -0.12137 4.25088 1.20759
H -0.46743 2.83097 0.19742
H -4.69194 -0.47537 1.57008
H -5.85657 -1.72473 1.20007
H -4.51253 -1.29875 -1.27218
H -6.12915 -0.76698 -0.87023
H -3.90023 0.92778 -1.49134
H -4.17302 1.15601 0.22901
H -5.47783 1.44689 -0.92480
```



# 3
DFT (wB97M-V/def2-TZVPD) results for a structure of composition C6H9NO.

- Orbital gap: 9.791 eV
- ΔE to the lowest compared entry with this formula, charge and spin: 81.3 kcal/mol
- Charge: 0

The geometry in XYZ format:
```
17
C6H9NO (wB97M-V/def2-TZVPD)
C -2.58254 0.31889 -0.07998
C -0.13418 -0.09671 -0.30906
C 0.78779 0.72023 0.68505
C 1.04238 -1.06453 0.00083
C 2.30508 -0.30839 -0.54293
C 2.14245 0.89720 -0.00827
H -2.46909 1.39611 0.14124
H -2.82146 0.06284 -1.13027
H -3.38783 0.00697 0.58776
H -1.65378 -1.44596 0.19903
H -0.10927 0.18848 -1.36155
H 0.36695 1.51484 1.29128
H 1.01393 -2.13861 -0.10499
H 3.15196 -0.78329 -1.02307
H 2.76614 1.76811 -0.01823
N -1.40414 -0.46737 0.30026
O 0.98562 -0.56880 1.37290
```



# 4
DFT (wB97M-V/def2-TZVPD) results for a structure of composition C4H7NS.

- Orbital gap: 8.820 eV
- ΔE to the lowest compared entry with this formula, charge and spin: 69.3 kcal/mol
- Charge: 0

The geometry in XYZ format:
```
13
C4H7NS (wB97M-V/def2-TZVPD)
C 2.38625 -0.31773 0.67439
C 1.38036 0.21715 -0.38366
C 0.31869 1.28897 -0.13539
C -0.57459 0.01613 -0.16866
H 3.04041 0.67624 1.19914
H 3.11860 -0.98062 -0.03427
H 1.66776 -1.03740 1.47055
H 1.83003 0.36564 -1.40097
H 0.09787 1.96912 -0.89524
H 0.42137 1.75036 0.84792
H 0.60818 -1.92411 -0.67041
N 0.38671 -0.82656 -0.61899
S -2.15972 -0.14128 0.24351
```



# 5
DFT (wB97M-V/def2-TZVPD) results for an isolated molecule of C4H3N3.

- Orbital gap: 9.629 eV
- ΔE to the lowest compared entry with this formula, charge and spin: 57.6 kcal/mol
- Charge: 0

The geometry in XYZ format:
```
10
C4H3N3 (wB97M-V/def2-TZVPD)
N -1.00721 -2.62031 -0.14097
C -0.24442 -1.75675 -0.27353
C -2.31534 0.23944 1.04014
N -1.29612 0.73124 0.73725
C -0.13604 1.27601 0.34659
C 0.82845 0.57791 -0.23590
N 0.81805 -0.77614 -0.52418
H -0.04791 2.33351 0.54056
H 1.73397 1.08981 -0.53127
H 1.63775 -1.16701 -0.96200
```



# 6
DFT (wB97M-V/def2-TZVPD) results for an isolated molecule of CH6N4O.

- Orbital gap: 9.626 eV
- ΔE to the lowest compared entry with this formula, charge and spin: 73.4 kcal/mol
- Charge: 0

The geometry in XYZ format:
```
12
CH6N4O (wB97M-V/def2-TZVPD)
N 2.21329 -0.14426 -0.06286
N 0.79313 -0.21815 -0.19144
C -0.01491 0.90768 -0.10870
O 0.33289 2.09554 0.00306
N -1.38471 0.72000 -0.15867
N -1.99242 -0.55613 -0.05625
H 2.65030 -0.37808 0.88977
H 2.45956 -0.75721 -0.83451
H 0.36024 -1.15793 0.36451
H -1.94520 1.60065 -0.16815
H -1.43249 -1.20530 -0.67626
H -2.03968 -0.90680 0.99949
```



# 7
DFT (wB97M-V/def2-TZVPD) results for a structure of composition C25H26Br2IrN2O5S4.

- Orbital gap (spin up / spin down): 8.268 / 4.471 eV
- Multiplicity: 6
- Charge: +2

The geometry in XYZ format:
```
65
C25H26Br2IrN2O5S4 (wB97M-V/def2-TZVPD)
Ir 0.16945 0.90044 0.15800
C 2.26500 3.65806 0.41562
C 3.22657 2.53150 0.78215
S 2.80122 0.89144 0.10668
C 3.14918 -0.20568 1.50124
C 2.54342 0.17200 2.84692
S 0.81063 0.72688 2.77290
C 0.93489 2.45968 3.33794
C 0.18822 3.45662 2.46968
S 0.49452 3.40319 0.69404
H 2.30981 3.84764 -0.65416
H 2.54866 4.57506 0.93480
H 3.32697 2.42394 1.85771
H 4.20870 2.78396 0.38137
H 4.23114 -0.30493 1.60009
H 2.76809 -1.16647 1.15448
H 3.11061 0.95022 3.35349
H 2.56386 -0.70037 3.50060
H 1.99001 2.70652 3.42317
H 0.51122 2.49217 4.34194
H 0.38949 4.46943 2.82235
H -0.88874 3.29727 2.52811
Br -2.20828 -0.56882 -5.88312
C -0.59658 0.31839 -5.49253
C 0.31246 0.59951 -6.50845
N 1.46838 1.22080 -6.29783
C 1.76036 1.58268 -5.05693
C 0.91097 1.34419 -3.97840
C -0.30341 0.70154 -4.20092
C 1.33095 1.77938 -2.63424
O 2.42817 2.19490 -2.34194
O 0.35311 1.65497 -1.70396
H 0.09440 0.31228 -7.53024
H 2.70735 2.08533 -4.90240
H -0.99715 0.51180 -3.39349
C -1.78389 -2.72102 0.35154
S -0.29320 -2.30248 1.23376
O 0.36419 -1.20416 0.32400
C 0.70575 -3.72112 0.96455
C 0.97091 -4.51659 2.07216
C 1.72006 -5.67129 1.89191
C 2.19800 -5.99438 0.63117
C 1.93522 -5.17582 -0.46458
C 1.17758 -4.02983 -0.30922
H -1.54221 -2.88893 -0.69664
H -2.50266 -1.91356 0.47061
H -2.16699 -3.63128 0.81379
H 0.59805 -4.24757 3.05267
H 1.93373 -6.31110 2.73674
H 2.78550 -6.89248 0.49683
H 2.31870 -5.43839 -1.44088
H 0.96955 -3.38398 -1.15242
Br -6.85462 1.25794 3.31125
C -5.90973 1.11085 1.69873
C -6.59895 1.02161 0.48850
N -5.99831 0.91501 -0.69215
C -4.67449 0.88011 -0.71107
C -3.90172 0.96326 0.44656
C -4.53154 1.09023 1.68551
C -2.44913 0.91634 0.34905
O -1.84815 0.52143 -0.69366
O -1.69094 1.26355 1.33595
H -7.68255 1.03696 0.48135
H -4.20069 0.79340 -1.68170
H -3.96119 1.16780 2.60104
```



# 8
DFT (wB97M-V/def2-TZVPD) results for an isolated molecule of C21H27F2N5O2.

- Orbital gap: 8.975 eV
- Charge: 0

The geometry in XYZ format:
```
57
C21H27F2N5O2 (wB97M-V/def2-TZVPD)
C -1.44767 -2.98244 1.72041
C -0.33942 -2.12491 1.11268
C 0.58468 -1.57127 2.20255
N -0.84690 -1.01983 0.30226
C -2.17119 -0.47072 0.58314
C -3.20817 -1.00886 -0.34998
N -3.64248 -2.24974 -0.34316
C -4.56026 -2.33453 -1.33679
C -4.68204 -1.12270 -1.95245
N -3.81488 -0.28033 -1.32104
C -3.60462 1.10430 -1.64626
C -0.13894 -0.38995 -0.65919
O -0.58664 0.59492 -1.22990
C 1.21957 -0.93100 -1.07868
C 2.28126 0.19143 -1.09535
C 3.41933 -0.30996 -1.98195
O 3.50771 -0.04461 -3.16067
N 4.27613 -1.14850 -1.35827
C 4.28966 -1.27050 0.07865
C 3.99017 0.10230 0.66698
N 2.67220 0.56940 0.26541
C 2.55837 2.00435 0.51347
C 1.12660 2.46310 0.52218
C 0.31253 2.15515 1.60485
C -1.00586 2.56676 1.64045
C -1.52135 3.29007 0.57981
F -2.81163 3.67937 0.61043
C -0.71753 3.60281 -0.50589
F -1.21527 4.31338 -1.53001
C 0.60351 3.19625 -0.53281
H -1.03047 -3.94502 2.00575
H -2.24731 -3.14020 0.99944
H -1.86542 -2.52581 2.61433
H 0.22835 -2.78307 0.44783
H 0.00740 -0.97651 2.90708
H 1.05373 -2.38781 2.74636
H 1.35434 -0.93748 1.76741
H -2.43911 -0.71284 1.60983
H -2.11234 0.61291 0.46902
H -5.06878 -3.25510 -1.54037
H -5.29736 -0.79876 -2.76650
H -2.53564 1.29822 -1.74842
H -4.09989 1.32703 -2.58907
H -4.01960 1.75188 -0.87047
H 1.09526 -1.27825 -2.10854
H 1.56777 -1.75548 -0.46917
H 1.82300 1.04749 -1.59939
H 5.04112 -1.51623 -1.90332
H 5.27383 -1.60920 0.40629
H 3.54466 -1.99912 0.41840
H 4.01733 0.05870 1.76059
H 4.78287 0.79399 0.32969
H 2.98825 2.19081 1.50238
H 3.13556 2.58537 -0.22452
H 0.71729 1.58590 2.42653
H -1.64571 2.33807 2.47845
H 1.20399 3.45680 -1.39047
```